1.
# C47H52ClFN15O2

8 unconnected molecules or ions with the total composition C47H52ClFN15O2 (ωB97M-V/def2-TZVPD, the Open Molecules 2025 dataset).

```
! wB97M-V def2-TZVPD RIJCOSX def2/J DEFGRID3
* xyz 1 1
C 3.51 -4.27 -2.82
C 3.44 -3.16 -3.83
N 4.43 -2.93 -4.58
C 2.14 -2.37 -3.92
N 1.79 -1.77 -2.63
N 2.89 -1.58 -1.71
C 3.54 -0.50 -1.90
C 3.06 0.67 -2.70
C 4.88 -0.45 -1.26
C 0.60 -1.42 -2.22
N 0.34 -0.91 -0.99
C -0.95 -0.71 -0.91
C -1.64 -0.15 0.27
C -2.20 1.26 0.01
N -2.63 2.00 0.94
N -1.57 -1.04 -2.07
C -2.99 -0.96 -2.40
O -3.36 -0.19 -3.20
N -3.84 -1.84 -1.69
C -3.33 -3.08 -1.31
O -3.54 -3.61 -0.29
F -2.60 -3.61 -2.27
N -0.57 -1.49 -2.92
Cl -0.99 -1.94 -4.48
H 3.96 -3.93 -1.89
H 2.51 -4.62 -2.57
H 4.07 -5.11 -3.21
H 4.24 -2.15 -5.21
H 2.29 -1.59 -4.66
H 1.38 -3.07 -4.24
H 2.05 0.94 -2.40
H 3.11 0.51 -3.78
H 3.69 1.53 -2.49
H 4.83 -0.85 -0.25
H 5.55 -1.10 -1.82
H 5.27 0.56 -1.21
H -2.48 -0.80 0.53
H -0.92 -0.13 1.08
H -2.22 1.60 -1.02
H -2.54 1.54 1.85
H -4.26 -1.41 -0.87
N 5.16 -7.86 -3.00
C 5.91 -7.17 -3.86
C 7.29 -7.29 -3.95
C 7.93 -8.17 -3.10
C 7.17 -8.90 -2.20
C 5.79 -8.71 -2.18
H 5.37 -6.48 -4.50
H 7.84 -6.70 -4.67
H 9.00 -8.30 -3.14
H 7.62 -9.60 -1.52
H 5.17 -9.26 -1.49
N -2.57 5.40 -2.05
C -2.88 4.74 -0.93
C -3.27 5.36 0.24
C -3.34 6.75 0.26
C -3.02 7.45 -0.89
C -2.64 6.73 -2.01
H -2.82 3.67 -0.99
H -3.52 4.77 1.11
H -3.64 7.27 1.16
H -3.05 8.53 -0.91
H -2.38 7.24 -2.93
N -1.87 3.07 3.62
C -2.21 2.44 4.74
C -2.57 3.08 5.92
C -2.59 4.47 5.93
C -2.23 5.14 4.77
C -1.88 4.40 3.65
H -2.19 1.35 4.70
H -2.85 2.51 6.79
H -2.87 5.01 6.82
H -2.22 6.22 4.74
H -1.60 4.90 2.73
N 5.28 -3.57 1.11
C 5.99 -4.11 2.09
C 5.43 -4.78 3.17
C 4.05 -4.89 3.24
C 3.29 -4.32 2.23
C 3.95 -3.68 1.19
H 7.07 -4.01 2.00
H 6.07 -5.21 3.94
H 3.58 -5.40 4.07
H 2.21 -4.38 2.24
H 3.39 -3.23 0.37
N 4.62 -10.13 0.56
C 5.29 -10.31 1.70
C 4.68 -10.47 2.93
C 3.30 -10.45 2.99
C 2.59 -10.27 1.81
C 3.29 -10.11 0.63
H 6.37 -10.32 1.61
H 5.28 -10.61 3.82
H 2.78 -10.58 3.93
H 1.50 -10.24 1.81
H 2.77 -9.97 -0.31
N -5.25 6.12 5.53
C -5.76 6.04 4.31
C -6.72 6.92 3.82
C -7.16 7.93 4.64
C -6.64 8.03 5.92
C -5.68 7.10 6.31
H -5.39 5.23 3.69
H -7.10 6.80 2.81
H -7.91 8.64 4.30
H -6.96 8.81 6.60
H -5.25 7.15 7.30
N -5.85 10.74 -1.68
C -6.34 11.58 -2.60
C -6.79 11.17 -3.85
C -6.74 9.82 -4.16
C -6.23 8.94 -3.22
C -5.81 9.45 -2.00
H -6.36 12.62 -2.32
H -7.18 11.90 -4.55
H -7.08 9.47 -5.12
H -6.17 7.88 -3.42
H -5.41 8.80 -1.24
*
```

Computed properties:
Lowest unoccupied orbital energy (eV): -3.81
Strongest force on any atom (eV/Å): 1.2
Frontier orbital gap (eV): 6.92

Atomic partial charges in e from the Mulliken method, atoms 1 to 4:
1. C -0.21
2. C 0.67
3. N -0.71
4. C -1.08

2.
# C10H30O5

A molecular structure, C10H30O5 (ωB97M-V/def2-TZVPD, the Open Molecules 2025 dataset).

```
! wB97M-V def2-TZVPD RIJCOSX def2/J DEFGRID3
* xyz 0 1
C -2.70 0.65 0.46
C -3.92 0.91 -0.47
O -4.66 -0.33 -0.53
H -2.98 0.71 1.51
H -1.95 1.39 0.19
H -2.30 -0.32 0.17
H -3.67 1.39 -1.42
H -4.71 1.47 0.04
H -5.36 -0.29 -1.18
C -0.82 1.07 -1.65
C -0.11 0.30 -0.57
O 1.29 0.45 -0.69
H -0.74 0.49 -2.57
H -0.53 2.11 -1.80
H -1.90 1.09 -1.49
H -0.35 -0.75 -0.76
H -0.44 0.57 0.43
H 1.76 0.09 0.07
C 0.29 1.36 2.44
C -0.96 0.68 2.68
O -1.29 0.96 4.04
H 0.32 2.41 2.74
H 0.39 1.46 1.36
H 1.10 0.88 2.99
H -0.86 -0.41 2.66
H -1.68 1.14 1.99
H -1.57 1.87 4.18
C 3.51 -1.25 -2.39
C 2.98 -0.40 -3.59
O 1.53 -0.46 -3.59
H 4.57 -1.05 -2.20
H 3.24 -2.31 -2.39
H 3.00 -0.78 -1.56
H 3.43 -0.95 -4.42
H 3.53 0.54 -3.61
H 1.19 -0.12 -2.76
C 1.20 -2.50 1.14
C 0.91 -1.00 1.45
O 1.97 -0.30 0.86
H 2.13 -2.75 1.63
H 1.05 -2.80 0.10
H 0.48 -3.10 1.70
H 0.86 -0.83 2.53
H -0.02 -0.66 1.00
H 2.77 -0.64 1.27
*
```

Computed properties:
Lowest unoccupied orbital energy (eV): 0.37
Energy above the lowest of the compared OMol25 structures with the same formula, charge and spin (kJ/mol): 887.32
Strongest force on any atom (eV/Å): 19.3
Frontier orbital gap (eV): 9.46

Atomic partial charges in e from the Mulliken method, atoms 1 to 4:
1. C -1.08
2. C -0.61
3. O -0.56
4. H 0.49

3.
# C2H8N2OP

2 unconnected molecules or ions with the total composition C2H8N2OP (ωB97M-V/def2-TZVPD, the Open Molecules 2025 dataset).

```
! wB97M-V def2-TZVPD RIJCOSX def2/J DEFGRID3
* xyz -1 1
C 1.58 -0.57 -0.71
C 0.92 1.27 0.89
N -2.08 0.23 -0.29
N 0.69 -0.13 0.44
O -3.11 -0.37 -1.29
P -3.41 -0.56 0.27
H 1.50 -0.06 -1.63
H 2.63 -0.82 -0.43
H 1.31 -1.62 -1.04
H 1.93 1.30 1.31
H 1.08 2.03 0.13
H 0.31 1.57 1.73
H -0.35 -0.10 0.24
H -3.00 -2.17 0.39
*
```

Computed properties:
Lowest unoccupied orbital energy (eV): 4.05
Energy above the lowest of the compared OMol25 structures with the same formula, charge and spin (kJ/mol): 57.99
Strongest force on any atom (eV/Å): 3.5
Frontier orbital gap (eV): 6.68

Atomic partial charges in e from the Mulliken method, atoms 1 to 4:
1. C -0.88
2. C -0.95
3. N -0.47
4. N -0.43

4.
# C5H9N

A gas-phase ion, C5H9N (charge +1) (ωB97M-V/def2-TZVPD, the Open Molecules 2025 dataset).

```
! wB97M-V def2-TZVPD RIJCOSX def2/J DEFGRID3
* xyz 1 2
C -0.36 2.41 0.44
N -1.41 -0.50 0.13
C -0.11 -0.17 0.18
C 0.35 1.11 0.41
C 1.07 -1.78 -1.18
C 0.81 -1.37 0.05
H 0.22 3.17 0.96
H -1.27 2.35 1.04
H -0.52 2.75 -0.59
H -2.11 0.02 0.63
H -1.55 -1.51 0.16
H 1.43 1.26 0.42
H 0.59 -1.31 -2.04
H 1.60 -2.66 -1.53
H 1.33 -1.65 0.96
*
```

Computed properties:
Lowest unoccupied orbital energy (spin up / spin down) (eV): -3.51 / -7.16
Energy above the lowest of the compared OMol25 structures with the same formula, charge and spin (kJ/mol): 80.00
Strongest force on any atom (eV/Å): 2.1
<S²>: 0.76
Frontier orbital gap (spin up / spin down) (eV): 11.18 / 7.90

Atomic partial charges in e from the Mulliken method, atoms 1 to 4:
1. C -1.12
2. N -0.28
3. C 0.49
4. C -0.05

5.
# C5H10O2

2 unconnected molecules or ions with the total composition C5H10O2 (ωB97M-V/def2-TZVPD, the Open Molecules 2025 dataset).

```
! wB97M-V def2-TZVPD RIJCOSX def2/J DEFGRID3
* xyz 0 1
C -2.22 -0.52 -0.50
C -1.04 0.45 -0.51
C 0.28 -0.20 -0.84
O 0.39 -1.38 -1.12
C 1.52 0.70 -0.83
C 2.25 0.73 0.49
O 1.80 0.31 1.54
H -3.16 0.02 -0.36
H -2.27 -1.08 -1.44
H -2.11 -1.25 0.31
H -1.20 1.24 -1.25
H -0.93 0.96 0.46
H 1.26 1.74 -1.07
H 2.22 0.34 -1.60
H 3.25 1.19 0.45
H -0.33 -1.77 1.95
H 0.31 -1.49 1.70
*
```

Computed properties:
SMILES string: CCC(=O)CC=O.[H][H]
Lowest unoccupied orbital energy (eV): 0.78
Energy above the lowest of the compared OMol25 structures with the same formula, charge and spin (kJ/mol): 214.90
Strongest force on any atom (eV/Å): 0.6
Frontier orbital gap (eV): 10.62

Atomic partial charges in e from the Mulliken method, atoms 1 to 4:
1. C -1.12
2. C -0.29
3. C 0.54
4. O -0.54

6.
# C4H10O2

C4H10O2 in the gas phase (ωB97M-V/def2-TZVPD, the Open Molecules 2025 dataset).

```
! wB97M-V def2-TZVPD RIJCOSX def2/J DEFGRID3
* xyz 0 1
C 1.72 1.30 -0.95
C 1.15 -0.05 -0.32
C -0.23 -0.24 0.85
O -0.42 1.11 0.45
C -1.46 -1.10 0.39
O -2.56 -0.18 0.29
H 2.62 1.03 -1.56
H 1.06 1.85 -1.64
H 2.07 2.02 -0.21
H 0.75 -0.63 -1.14
H 1.97 -0.50 0.19
H -0.34 -0.23 1.98
H -1.17 1.09 -0.14
H -1.74 -1.91 1.08
H -1.28 -1.54 -0.60
H -3.20 -0.51 -0.36
*
```

Computed properties:
SMILES string: CC[C@@H](O)CO
Lowest unoccupied orbital energy (eV): 0.74
Energy above the lowest of the compared OMol25 structures with the same formula, charge and spin (kJ/mol): 391.45
Strongest force on any atom (eV/Å): 3.4
Frontier orbital gap (eV): 9.10

Atomic partial charges in e from the Mulliken method, atoms 1 to 4:
1. C -1.03
2. C -0.34
3. C -0.04
4. O -0.51

7.
# C6H10

A molecular structure, C6H10 (ωB97M-V/def2-TZVPD, the Open Molecules 2025 dataset).

```
! wB97M-V def2-TZVPD RIJCOSX def2/J DEFGRID3
* xyz 0 1
C 0.59 1.96 1.24
C -0.02 0.80 1.26
C 0.67 -0.51 1.04
C -0.02 -1.29 -0.16
C 0.03 -0.66 -1.36
C -1.16 -0.28 -2.01
H -0.01 2.77 1.34
H 1.31 2.05 0.76
H -1.22 0.76 1.70
H 1.67 -0.16 0.83
H 0.44 -1.13 1.94
H 0.62 -2.44 -0.47
H -0.86 -1.64 0.38
H 1.01 -0.11 -1.90
H -2.08 -0.31 -1.72
H -1.00 0.19 -2.85
*
```

Computed properties:
Lowest unoccupied orbital energy (eV): 1.04
Energy above the lowest of the compared OMol25 structures with the same formula, charge and spin (kJ/mol): 584.44
Strongest force on any atom (eV/Å): 15.4
Frontier orbital gap (eV): 9.95

Atomic partial charges in e from the Mulliken method, atoms 1 to 4:
1. C -1.02
2. C 0.05
3. C -0.65
4. C -0.32

- The highest strongest force on any atom belongs to which entry?
  C10H30O5

- Which formula does entry 3 have?
  C2H8N2OP